[1]
ORCA calculation (the ωB97M-V functional and the def2-TZVPD basis) on a 2-piece molecular cluster, C18H20F8N2O3S overall.

Computed properties:
* DFT total energy: -60687.8558 eV
* SMILES: FC(F)C(F)(F)COC(F)(F)C(F)F.OCCc1nc2c(CCCS)cccc2nc1O
* HOMO level: -0.3256 hartree
* HOMO-LUMO gap: 9.0 eV
* energy above the lowest of the compared OMol25 structures with the same formula, charge and spin: 0.000 eV
* lowest unoccupied orbital energy: 0.1 eV

CARTESIAN COORDINATES (ANGSTROEM)
1 F -3.604 5.848 0.453
2 C -4.016 5.983 -0.817
3 F -5.128 5.219 -0.954
4 C -2.970 5.539 -1.846
5 F -2.764 4.206 -1.774
6 F -3.520 5.776 -3.072
7 C -1.604 6.257 -1.842
8 O -0.504 5.659 -1.152
9 C -0.332 5.830 0.214
10 F -1.120 6.825 0.665
11 F 0.940 6.244 0.391
12 C -0.510 4.526 1.000
13 F -1.697 3.941 0.743
14 F -0.469 4.779 2.330
15 H -4.303 7.025 -0.985
16 H -1.280 6.245 -2.882
17 H -1.705 7.312 -1.587
18 H 0.278 3.814 0.747
19 O 1.300 -3.336 3.670
20 C 0.127 -4.081 3.979
21 C -0.945 -3.722 2.906
22 C -0.392 -4.174 1.565
23 N 0.286 -3.309 0.868
24 C 0.801 -3.784 -0.308
25 C 1.565 -2.889 -1.116
26 C 1.707 -1.451 -0.619
27 C 2.853 -0.683 -1.283
28 C 2.902 0.862 -0.955
29 S 1.680 1.483 0.248
30 C 2.104 -3.345 -2.262
31 C 1.903 -4.686 -2.691
32 C 1.157 -5.500 -1.933
33 C 0.590 -5.095 -0.704
34 N -0.156 -6.012 -0.011
35 C -0.611 -5.511 1.090
36 O -1.353 -6.360 1.890
37 H 1.582 -2.814 4.427
38 H 0.381 -5.134 3.793
39 H -0.242 -3.913 4.995
40 H -1.880 -4.242 3.141
41 H -1.123 -2.645 2.875
42 H 1.793 -1.449 0.469
43 H 0.768 -0.960 -0.907
44 H 2.721 -0.750 -2.368
45 H 3.844 -1.080 -1.040
46 H 2.805 1.412 -1.893
47 H 3.873 1.094 -0.509
48 H 0.451 1.181 -0.229
49 H 2.704 -2.674 -2.868
50 H 2.322 -5.022 -3.634
51 H 0.987 -6.523 -2.265
52 H -2.196 -5.914 2.045

[2]
ORCA calculation (the ωB97M-V functional and the def2-TZVPD basis) on C18H20FMnN3O2S2 as an isolated structure.

Computed properties:
* DFT total energy: -83260.8096 eV
* ⟨S²⟩: 6.308
* 2S+1: 5
* HOMO level (alpha / beta): -0.4195 / -0.4172 hartree
* HOMO-LUMO gap (alpha / beta): 7.3 / 8.3 eV
* net charge: +1
* energy above the lowest of the compared OMol25 structures with the same formula, charge and spin: 0.065 eV
* lowest unoccupied orbital energy (alpha / beta): -4.2 / -3.0 eV

CARTESIAN COORDINATES (ANGSTROEM)
1 Mn -0.602 -0.534 0.700
2 C -3.547 1.396 0.394
3 C -2.237 2.062 0.155
4 N -1.086 1.444 0.210
5 C -0.019 2.287 -0.014
6 C -0.375 3.569 -0.270
7 S -2.078 3.720 -0.218
8 C 1.316 1.705 0.099
9 C 2.514 2.280 -0.172
10 S 3.772 1.180 0.171
11 C 2.639 0.006 0.665
12 N 1.397 0.409 0.573
13 C 3.045 -1.357 1.110
14 H -3.406 0.565 1.085
15 H -3.972 1.026 -0.541
16 H -4.260 2.086 0.840
17 H 0.262 4.416 -0.463
18 H 2.713 3.268 -0.552
19 H 4.120 -1.419 1.262
20 H 2.770 -2.098 0.356
21 H 2.555 -1.604 2.051
22 N -0.539 -2.595 1.138
23 C -0.390 -2.906 2.591
24 C -1.588 -2.424 3.386
25 C -1.744 -0.901 3.469
26 O -2.370 -0.407 4.372
27 O -1.191 -0.219 2.497
28 H -1.401 -3.025 0.804
29 H 0.203 -3.053 0.613
30 H 0.515 -2.411 2.943
31 H -0.258 -3.981 2.719
32 H -1.528 -2.808 4.404
33 H -2.514 -2.834 2.969
34 F 2.462 2.038 -4.580
35 C 1.652 1.285 -3.822
36 C 0.338 1.677 -3.649
37 C -0.486 0.900 -2.852
38 C -0.015 -0.260 -2.232
39 C -0.871 -1.058 -1.337
40 C 1.315 -0.632 -2.459
41 C 2.156 0.131 -3.247
42 H -0.023 2.570 -4.140
43 H -1.518 1.200 -2.710
44 H -0.669 -2.127 -1.401
45 H -1.939 -0.870 -1.472
46 H 1.697 -1.544 -2.013
47 H 3.182 -0.155 -3.433

[3]
ORCA calculation (the ωB97M-V functional and the def2-TZVPD basis) on a single C18H20FN3O molecule.

Computed properties:
* DFT total energy: -28226.5989 eV
* SMILES: NC1=NC[C@H](Cc2ccc(O)cc2)N1CCc1cccc(F)c1
* HOMO level: -0.2927 hartree
* HOMO-LUMO gap: 8.7 eV
* energy above the lowest of the compared OMol25 structures with the same formula, charge and spin: 0.000 eV
* lowest unoccupied orbital energy: 0.7 eV

CARTESIAN COORDINATES (ANGSTROEM)
1 N 3.304 2.626 -0.322
2 C 2.018 2.152 -0.432
3 N 1.295 2.313 -1.471
4 C 0.059 1.590 -1.266
5 C 0.159 0.949 0.142
6 C -0.969 1.385 1.090
7 C -2.278 0.795 0.653
8 C -2.514 -0.566 0.799
9 C -3.699 -1.134 0.372
10 C -4.679 -0.341 -0.213
11 O -5.864 -0.855 -0.645
12 C -4.455 1.023 -0.361
13 C -3.265 1.577 0.067
14 N 1.452 1.436 0.606
15 C 2.217 0.714 1.585
16 C 3.196 -0.317 0.979
17 C 2.459 -1.324 0.148
18 C 2.383 -1.185 -1.233
19 C 1.633 -2.066 -1.992
20 C 0.947 -3.106 -1.389
21 C 1.041 -3.242 -0.016
22 F 0.377 -4.252 0.592
23 C 1.783 -2.374 0.760
24 H 3.571 2.930 0.602
25 H 3.517 3.299 -1.043
26 H -0.064 0.841 -2.053
27 H -0.782 2.286 -1.332
28 H 0.158 -0.145 0.075
29 H -0.727 1.040 2.100
30 H -1.023 2.474 1.106
31 H -1.763 -1.196 1.255
32 H -3.866 -2.196 0.493
33 H -5.885 -1.805 -0.483
34 H -5.224 1.629 -0.813
35 H -3.106 2.639 -0.051
36 H 1.509 0.205 2.243
37 H 2.788 1.426 2.192
38 H 3.921 0.213 0.361
39 H 3.721 -0.810 1.800
40 H 2.899 -0.368 -1.713
41 H 1.577 -1.940 -3.063
42 H 0.353 -3.802 -1.959
43 H 1.825 -2.516 1.830

[4]
ORCA calculation (the ωB97M-V functional and the def2-TZVPD basis) on a single C18H20FN3O2 molecule.

Computed properties:
* DFT total energy: -30274.3334 eV
* SMILES: O=C(NC[C@H]1CCCO1)c1cccnc1NCc1ccc(F)cc1
* HOMO level: -0.2987 hartree
* HOMO-LUMO gap: 8.7 eV
* lowest unoccupied orbital energy: 0.5 eV

CARTESIAN COORDINATES (ANGSTROEM)
1 O -1.142 -1.189 1.082
2 C -1.473 -0.484 0.128
3 N -2.409 -0.908 -0.749
4 C -3.223 -2.074 -0.523
5 C -4.644 -1.667 -0.099
6 C -4.674 -0.884 1.229
7 C -4.990 0.549 0.797
8 C -5.783 0.308 -0.486
9 O -5.177 -0.808 -1.104
10 C -0.841 0.820 -0.168
11 C -1.381 1.746 -1.053
12 C -0.707 2.922 -1.337
13 C 0.520 3.129 -0.726
14 N 1.053 2.295 0.138
15 C 0.395 1.173 0.455
16 N 0.933 0.400 1.410
17 C 2.270 0.601 1.904
18 C 3.324 0.012 0.994
19 C 4.519 0.685 0.776
20 C 5.493 0.153 -0.049
21 C 5.252 -1.062 -0.663
22 F 6.195 -1.588 -1.474
23 C 4.070 -1.753 -0.470
24 C 3.111 -1.208 0.364
25 H -2.730 -0.306 -1.489
26 H -2.754 -2.670 0.262
27 H -3.277 -2.655 -1.447
28 H -5.261 -2.575 -0.036
29 H -5.462 -1.269 1.875
30 H -3.725 -0.960 1.756
31 H -4.071 1.096 0.580
32 H -5.560 1.101 1.539
33 H -6.834 0.084 -0.251
34 H -5.749 1.139 -1.193
35 H -2.340 1.575 -1.524
36 H -1.120 3.649 -2.017
37 H 1.105 4.017 -0.932
38 H 0.431 -0.462 1.610
39 H 2.338 0.136 2.893
40 H 2.439 1.676 2.002
41 H 4.690 1.637 1.255
42 H 6.425 0.667 -0.225
43 H 3.913 -2.698 -0.966
44 H 2.184 -1.739 0.522

| no. | strongest force on any atom (eV/Å) |
| --- | --- |
| 1 | 1.67 |
| 2 | 0.23 |
| 3 | 0.75 |
| 4 | 0.61 |